# C67H139N7O10

A 8-piece molecular cluster, C67H139N7O10 overall in a non-equilibrium geometry (ωB97M-V/def2-TZVPD, the OMol25 dataset).

Last columns: bonded neighbours and bond lengths (Å).
Atoms and positions in Å:
1 C 16.070 9.592 19.892  C2 1.559, H12 1.089, H13 1.094, H14 1.094
2 C 17.240 10.130 20.769  C1 1.559, C3 1.570, C4 1.520, N10 1.471
3 C 18.477 9.916 19.826  C2 1.570, H15 1.090, H16 1.094, H17 1.085
4 C 16.903 11.593 21.004  C2 1.520, C5 1.530, H18 1.088, H19 1.094
5 C 17.988 12.201 21.895  C4 1.530, C6 1.537, H20 1.089, H21 1.094
6 C 18.101 11.452 23.233  C5 1.537, C7 1.556, H22 1.089, H23 1.092
7 C 18.268 9.912 23.088  C6 1.556, C8 1.537, C9 1.530, N10 1.448
8 C 19.742 9.559 22.834  C7 1.537, H24 1.091, H25 1.092, H26 1.095
9 C 17.851 9.422 24.476  C7 1.530, H27 1.090, H28 1.098, H29 1.096
10 N 17.382 9.423 22.052  C2 1.471, C7 1.448, O11 1.405
11 O 17.212 8.038 21.890  N10 1.405, H30 0.963
12 H 15.121 9.429 20.401  C1 1.089
13 H 15.967 10.302 19.066  C1 1.094
14 H 16.373 8.734 19.285  C1 1.094
15 H 18.161 10.177 18.816  C3 1.090
16 H 19.250 10.659 20.046  C3 1.094
17 H 18.900 8.924 19.953  C3 1.085
18 H 16.829 12.197 20.103  C4 1.088
19 H 16.000 11.630 21.621  C4 1.094
20 H 18.846 12.323 21.236  C5 1.089
21 H 17.649 13.168 22.277  C5 1.094
22 H 17.256 11.677 23.882  C6 1.089
23 H 18.976 11.836 23.763  C6 1.092
24 H 19.811 8.868 21.993  C8 1.091
25 H 20.309 9.114 23.656  C8 1.092
26 H 20.382 10.398 22.541  C8 1.095
27 H 18.430 9.916 25.256  C9 1.090
28 H 17.930 8.333 24.584  C9 1.098
29 H 16.802 9.517 24.781  C9 1.096
30 H 16.306 7.907 22.187  O11 0.963
31 C 7.516 6.008 17.940  C32 1.529, H42 1.092, H43 1.089, H44 1.092
32 C 8.955 5.588 17.639  C31 1.529, C33 1.551, C34 1.545, N40 1.489
33 C 9.495 4.674 18.770  C32 1.551, H45 1.091, H46 1.091, H47 1.086
34 C 8.893 4.754 16.340  C32 1.545, C35 1.510, H48 1.095, H49 1.096
35 C 10.280 4.576 15.769  C34 1.510, C36 1.527, H50 1.099, H51 1.096
36 C 10.976 5.912 15.521  C35 1.527, C37 1.550, H52 1.092, H53 1.094
37 C 11.148 6.791 16.786  C36 1.550, C38 1.543, C39 1.508, N40 1.487
38 C 12.096 6.207 17.855  C37 1.543, H54 1.091, H55 1.095, H56 1.091
39 C 11.635 8.137 16.310  C37 1.508, H57 1.099, H58 1.096, H59 1.084
40 N 9.782 6.798 17.372  C32 1.489, C37 1.487, O41 1.410
41 O 9.639 7.717 18.432  N40 1.410, H60 0.963
42 H 7.353 6.684 18.781  C31 1.092
43 H 7.119 6.433 17.020  C31 1.089
44 H 6.989 5.125 18.306  C31 1.092
45 H 8.645 4.173 19.236  C33 1.091
46 H 10.105 3.857 18.382  C33 1.091
47 H 10.087 5.206 19.509  C33 1.086
48 H 8.413 3.791 16.541  C34 1.095
49 H 8.309 5.101 15.480  C34 1.096
50 H 10.908 3.901 16.368  C35 1.099
51 H 10.241 3.941 14.877  C35 1.096
52 H 10.380 6.327 14.704  C36 1.092
53 H 11.940 5.630 15.088  C36 1.094
54 H 12.179 6.812 18.759  C38 1.091
55 H 13.073 5.919 17.453  C38 1.095
56 H 11.800 5.258 18.305  C38 1.091
57 H 11.879 8.817 17.138  C39 1.099
58 H 10.842 8.767 15.894  C39 1.096
59 H 12.518 8.139 15.681  C39 1.084
60 H 9.026 8.377 18.095  O41 0.963
61 C 21.660 13.090 12.174  C62 1.559, H72 1.086, H73 1.090, H74 1.091
62 C 21.310 13.991 13.397  C61 1.559, C63 1.525, C64 1.524, N70 1.458
63 C 22.099 15.290 13.267  C62 1.525, H75 1.091, H76 1.089, H77 1.093
64 C 19.821 14.318 13.398  C62 1.524, C65 1.517, H78 1.096, H79 1.096
65 C 19.139 14.629 14.716  C64 1.517, C66 1.541, H80 1.096, H81 1.089
66 C 19.426 13.436 15.648  C65 1.541, C67 1.587, H82 1.098, H83 1.094
67 C 20.769 12.600 15.522  C66 1.587, C68 1.533, C69 1.529, N70 1.468
68 C 21.387 12.496 16.921  C67 1.533, H84 1.089, H85 1.089, H86 1.092
69 C 20.485 11.205 14.963  C67 1.529, H87 1.088, H88 1.091, H89 1.095
70 N 21.656 13.431 14.698  C62 1.458, C67 1.468, O71 1.420
71 O 23.008 12.998 14.680  N70 1.420, H90 0.964
72 H 21.258 12.084 12.258  C61 1.086
73 H 21.374 13.697 11.315  C61 1.090
74 H 22.745 12.986 12.130  C61 1.091
75 H 21.682 15.948 12.503  C63 1.091
76 H 22.182 15.862 14.190  C63 1.089
77 H 23.104 15.029 12.926  C63 1.093
78 H 19.674 15.212 12.781  C64 1.096
79 H 19.240 13.572 12.844  C64 1.096
80 H 19.571 15.531 15.166  C65 1.096
81 H 18.083 14.855 14.581  C65 1.089
82 H 18.655 12.724 15.325  C66 1.098
83 H 19.074 13.561 16.676  C66 1.094
84 H 20.855 11.841 17.609  C68 1.089
85 H 21.405 13.526 17.277  C68 1.089
86 H 22.407 12.113 16.855  C68 1.092
87 H 20.071 11.203 13.956  C69 1.088
88 H 19.838 10.629 15.627  C69 1.091
89 H 21.454 10.697 14.994  C69 1.095
90 H 23.449 13.607 15.283  O71 0.964
91 C 18.426 19.460 20.378  C92 1.536, H102 1.088, H103 1.087, H104 1.094
92 C 18.320 17.986 20.797  C91 1.536, C93 1.546, C94 1.524, N100 1.493
93 C 18.033 17.724 22.293  C92 1.546, H105 1.093, H106 1.086, H107 1.093
94 C 17.166 17.376 20.011  C92 1.524, C95 1.522, H108 1.095, H109 1.092
95 C 17.041 15.862 20.116  C94 1.522, C96 1.524, H110 1.092, H111 1.091
96 C 18.377 15.267 19.687  C95 1.524, C97 1.554, H112 1.098, H113 1.097
97 C 19.669 15.808 20.362  C96 1.554, C98 1.531, C99 1.543, N100 1.483
98 C 19.890 15.106 21.704  C97 1.531, H114 1.093, H115 1.093, H116 1.086
99 C 20.772 15.502 19.328  C97 1.543, H117 1.090, H118 1.089, H119 1.094
100 N 19.578 17.288 20.397  C92 1.493, C97 1.483, O101 1.394
101 O 20.712 17.883 20.948  N100 1.394, H120 0.976
102 H 19.440 19.810 20.556  C91 1.088
103 H 18.108 19.659 19.358  C91 1.087
104 H 17.748 20.008 21.040  C91 1.094
105 H 17.397 18.540 22.647  C93 1.093
106 H 17.553 16.778 22.528  C93 1.086
107 H 18.977 17.775 22.841  C93 1.093
108 H 16.240 17.784 20.427  C94 1.095
109 H 17.228 17.555 18.936  C94 1.092
110 H 16.827 15.446 21.103  C95 1.092
111 H 16.291 15.562 19.383  C95 1.091
112 H 18.521 15.409 18.609  C96 1.098
113 H 18.301 14.174 19.640  C96 1.097
114 H 20.551 15.594 22.425  C98 1.093
115 H 20.461 14.192 21.516  C98 1.093
116 H 18.917 14.838 22.105  C98 1.086
117 H 20.554 16.040 18.404  C99 1.090
118 H 20.912 14.446 19.102  C99 1.089
119 H 21.743 15.901 19.634  C99 1.094
120 H 20.705 17.711 21.909  O101 0.976
121 C 14.998 13.770 23.604  C122 1.534, H132 1.092, H133 1.086, H134 1.094
122 C 13.510 13.620 23.260  C121 1.534, C123 1.534, C124 1.562, N130 1.469
123 C 13.136 12.248 22.688  C122 1.534, H135 1.087, H136 1.095, H137 1.096
124 C 12.808 13.706 24.653  C122 1.562, C125 1.524, H138 1.100, H139 1.090
125 C 12.560 15.088 25.246  C124 1.524, C126 1.517, H140 1.089, H141 1.097
126 C 11.898 15.955 24.191  C125 1.517, C127 1.531, H142 1.091, H143 1.094
127 C 12.573 16.006 22.818  C126 1.531, C128 1.541, C129 1.546, N130 1.472
128 C 11.494 16.497 21.833  C127 1.541, H144 1.091, H145 1.093, H146 1.089
129 C 13.733 17.019 22.946  C127 1.546, H147 1.091, H148 1.091, H149 1.091
130 N 12.951 14.653 22.378  C122 1.469, C127 1.472, O131 1.425
131 O 13.606 14.641 21.112  N130 1.425, H150 0.967
132 H 15.069 14.726 24.127  C121 1.092
133 H 15.455 12.986 24.201  C121 1.086
134 H 15.575 13.923 22.686  C121 1.094
135 H 13.731 11.938 21.833  C123 1.087
136 H 13.038 11.512 23.493  C123 1.095
137 H 12.079 12.212 22.396  C123 1.096
138 H 11.777 13.333 24.566  C124 1.100
139 H 13.290 12.972 25.300  C124 1.090
140 H 11.971 14.983 26.156  C125 1.089
141 H 13.521 15.529 25.536  C125 1.097
142 H 11.857 16.941 24.654  C126 1.091
143 H 10.900 15.530 24.048  C126 1.094
144 H 10.781 15.734 21.517  C128 1.091
145 H 12.032 16.786 20.927  C128 1.093
146 H 10.931 17.362 22.181  C128 1.089
147 H 13.340 17.999 23.223  C129 1.091
148 H 14.391 17.103 22.079  C129 1.091
149 H 14.332 16.688 23.795  C129 1.091
150 H 12.933 15.050 20.550  O131 0.967
151 C 13.273 7.451 10.423  C152 1.546, H162 1.087, H163 1.090, H164 1.092
152 C 12.762 8.305 11.606  C151 1.546, C153 1.523, C154 1.515, N160 1.490
153 C 11.279 8.545 11.358  C152 1.523, H165 1.096, H166 1.096, H167 1.097
154 C 12.841 7.585 12.937  C152 1.515, C155 1.517, H168 1.087, H169 1.099
155 C 14.212 7.613 13.585  C154 1.517, C156 1.530, H170 1.095, H171 1.092
156 C 14.622 9.064 13.846  C155 1.530, C157 1.555, H172 1.090, H173 1.091
157 C 14.662 9.871 12.517  C156 1.555, C158 1.550, C159 1.551, N160 1.462
158 C 14.581 11.356 12.955  C157 1.550, H174 1.089, H175 1.090, H176 1.091
159 C 15.947 9.502 11.731  C157 1.551, H177 1.088, H178 1.092, H179 1.093
160 N 13.433 9.627 11.764  C152 1.490, C157 1.462, O161 1.419
161 O 13.342 10.409 10.584  N160 1.419, H180 0.965
162 H 12.911 7.779 9.452  C151 1.087
163 H 14.361 7.387 10.398  C151 1.090
164 H 12.920 6.435 10.612  C151 1.092
165 H 10.723 9.088 12.131  C153 1.096
166 H 10.954 9.030 10.431  C153 1.096
167 H 10.697 7.616 11.317  C153 1.097
168 H 12.041 7.728 13.660  C154 1.087
169 H 12.729 6.520 12.687  C154 1.099
170 H 14.097 7.072 14.530  C155 1.095
171 H 14.927 7.046 12.986  C155 1.092
172 H 15.630 9.166 14.249  C156 1.090
173 H 13.913 9.478 14.565  C156 1.091
174 H 13.545 11.496 13.259  C158 1.089
175 H 14.983 11.891 12.094  C158 1.090
176 H 15.148 11.583 13.859  C158 1.091
177 H 15.943 8.616 11.099  C159 1.088
178 H 16.768 9.401 12.443  C159 1.092
179 H 16.199 10.329 11.061  C159 1.093
180 H 12.503 10.863 10.732  O161 0.965
181 C 14.788 20.130 18.067  C182 1.524, H192 1.091, H193 1.094, H194 1.091
182 C 13.454 20.096 18.803  C181 1.524, C183 1.554, C184 1.542, N190 1.477
183 C 13.657 20.619 20.252  C182 1.554, H195 1.088, H196 1.098, H197 1.090
184 C 12.398 21.075 18.253  C182 1.542, C185 1.508, H198 1.088, H199 1.100
185 C 11.685 20.549 17.033  C184 1.508, C186 1.555, H200 1.091, H201 1.092
186 C 11.005 19.202 17.411  C185 1.555, C187 1.524, H202 1.093, H203 1.088
187 C 12.042 18.177 17.854  C186 1.524, C188 1.544, C189 1.552, N190 1.467
188 C 11.211 16.976 18.351  C187 1.544, H204 1.091, H205 1.091, H206 1.096
189 C 12.859 17.525 16.706  C187 1.552, H207 1.094, H208 1.089, H209 1.092
190 N 12.940 18.713 18.883  C182 1.477, C187 1.467, O191 1.385
191 O 13.866 17.797 19.354  N190 1.385, H210 0.967
192 H 14.782 19.829 17.018  C181 1.091
193 H 15.193 21.146 18.049  C181 1.094
194 H 15.529 19.509 18.573  C181 1.091
195 H 12.715 20.761 20.777  C183 1.088
196 H 14.187 19.869 20.851  C183 1.098
197 H 14.299 21.499 20.275  C183 1.090
198 H 11.785 21.565 19.007  C184 1.088
199 H 12.966 21.944 17.889  C184 1.100
200 H 10.896 21.172 16.607  C185 1.091
201 H 12.396 20.374 16.223  C185 1.092
202 H 10.609 18.937 16.427  C186 1.093
203 H 10.195 19.311 18.130  C186 1.088
204 H 10.404 16.743 17.654  C188 1.091
205 H 10.770 17.130 19.337  C188 1.091
206 H 11.738 16.020 18.450  C188 1.096
207 H 13.511 18.197 16.139  C189 1.094
208 H 12.238 16.972 16.003  C189 1.089
209 H 13.591 16.881 17.197  C189 1.092
210 H 13.643 17.639 20.282  O191 0.967
211 C 12.408 12.117 17.119  C212 1.509, H218 1.088, H219 1.095, H220 1.093
212 C 13.748 12.794 16.966  C211 1.509, C213 1.537, O217 1.422, H221 1.093
213 C 14.400 13.236 18.286  C212 1.537, O214 1.457, H222 1.090, H223 1.090
214 O 15.776 12.835 18.022  C213 1.457, C215 1.348
215 C 15.851 12.025 16.947  O214 1.348, O216 1.194, O217 1.334
216 O 16.831 11.527 16.481  C215 1.194
217 O 14.625 11.787 16.479  C212 1.422, C215 1.334
218 H 12.444 11.043 17.291  C211 1.088
219 H 11.830 12.203 16.193  C211 1.095
220 H 11.764 12.574 17.875  C211 1.093
221 H 13.668 13.585 16.216  C212 1.093
222 H 14.106 12.785 19.234  C213 1.090
223 H 14.407 14.317 18.424  C213 1.090

Its energy above the lowest of the compared OMol25 structures with the same formula, charge and spin is 0.000 eV. As for the frontier orbital gap: 8.0 eV. Its SMILES is CC1(C)CCCC(C)(C)N1O.CC1(C)CCCC(C)(C)N1O.CC1(C)CCCC(C)(C)N1O.CC1(C)CCCC(C)(C)N1O.CC1(C)CCCC(C)(C)N1O.CC1(C)CCCC(C)(C)N1O.CC1(C)CCCC(C)(C)N1O.C[C@H]1COC(=O)O1.